# 1
ORCA calculation (ωB97M-V with the def2-TZVPD basis set) on a 5-piece molecular cluster, C2H14O4 overall in a non-equilibrium geometry.

Properties
- Kohn-Sham gap: 11.526 eV
- Total charge: 0
- SMILES string: CC.O.O.O.O

Atoms and positions in Å:
O -1.86 2.27 0.90
O -3.03 0.35 -1.51
O -0.27 0.47 2.52
O -1.47 -2.21 0.16
C 2.14 -0.84 -1.54
C 2.49 -0.21 -0.21
H 1.67 0.59 -0.07
H 1.01 -1.13 -1.46
H -0.26 -0.22 1.88
H 2.44 -0.82 0.79
H 3.39 0.21 -0.14
H -2.41 -1.85 0.10
H -1.93 1.75 1.73
H 2.15 0.06 -2.30
H 2.87 -1.63 -1.76
H -2.68 0.12 -2.38
H -2.29 1.12 -1.18
H 0.10 0.38 3.37
H -1.26 3.03 1.03
H -0.80 -1.46 0.09

# 2
ORCA calculation (ωB97M-V with the def2-TZVPD basis set) on C25H42GeMoNO3 as an isolated structure in a non-equilibrium geometry.

Properties
- Kohn-Sham gap (spin up / spin down): 7.568 / 5.667 eV
- Total charge: +4
- 2S+1: 2

Atoms and positions in Å:
Mo 0.64 -0.09 0.30
Ge 3.29 1.42 0.77
O 0.50 -1.47 1.28
O 1.39 1.51 1.18
O 2.54 0.17 -0.41
N -0.21 0.10 -1.66
C -2.77 -0.18 2.05
C -0.59 1.47 -3.57
C -0.67 -0.97 -2.37
C 0.66 -2.80 3.62
C -2.88 -0.14 0.69
C 4.80 -0.66 -0.85
C 3.41 -0.60 -1.45
C -3.70 0.88 0.11
C -1.47 0.52 -5.74
C -0.39 3.16 1.16
C 1.80 3.64 2.32
C 0.40 -3.25 2.23
C 0.22 1.92 3.28
C -3.38 0.83 2.87
C -4.11 1.88 2.30
C 1.50 -3.96 1.54
C 2.78 -1.96 -1.60
C -4.12 0.81 -1.30
C -1.04 0.38 -4.33
C -0.97 -3.71 1.91
C 0.73 2.61 2.03
C -1.08 -0.86 -3.67
C -4.25 1.92 0.94
C 3.35 0.24 -2.71
C -0.19 1.30 -2.27
H -2.30 -1.02 2.54
H 0.57 -3.71 4.23
H 1.35 4.45 2.90
H 2.66 -2.44 -0.63
H 1.63 -4.90 2.10
H 4.07 -0.15 -3.43
H 1.05 1.49 3.85
H -2.56 0.43 -5.81
H -0.93 3.92 1.72
H -1.18 1.48 -6.17
H -0.09 -2.10 3.98
H 4.79 -1.09 0.16
H -1.10 2.37 0.89
H -1.74 -3.25 2.52
H 0.18 2.14 -1.69
H 1.67 -2.40 3.75
H 2.19 4.09 1.41
H -1.20 -3.65 0.85
H 3.44 -2.59 -2.20
H 1.83 -1.90 -2.13
H 5.30 0.32 -0.85
H -4.58 2.63 2.93
H -2.60 -1.00 0.09
H -1.42 -1.75 -4.19
H -0.54 2.46 -4.02
H 2.45 -3.43 1.62
H -1.05 -0.28 -6.36
H 2.37 0.20 -3.17
H -0.67 -1.93 -1.87
H 3.63 1.28 -2.52
H 2.61 3.23 2.93
H -4.83 2.71 0.47
H -5.17 0.48 -1.31
H -0.96 -4.78 2.16
H 0.00 3.64 0.26
H -0.49 1.13 3.03
H -3.54 0.10 -1.89
H 5.43 -1.31 -1.46
H -0.28 2.65 3.92
H 1.27 -4.22 0.51
H -3.30 0.76 3.95
H -4.15 1.80 -1.76

Calculated energy (a.u.), listed in the same order as above: -385.4808 -3401.8797
Calculated ΔE to the lowest compared entry with this formula, charge and spin (kcal per mole), listed in the same order as above: 48.7 38.8